Molecular formula: C54H120F4N8O8S4
Method: DFT, ωB97M-V/def2-TZVPD

Properties
Charge = +4
Gap between HOMO and LUMO = 7.650 eV
Energy relative to the best compared isomer or geometry (same formula, charge and spin) = 150.2 kcal/mol

Cartesian coordinates (Å):
C: 2.80 -2.25 8.06
H: -7.08 -3.90 -1.78
C: 0.34 -2.00 7.54
H: -6.47 -5.30 -0.98
H: -7.05 1.69 0.45
H: -0.28 -5.87 3.55
H: -3.49 -1.94 -1.86
C: 1.89 -2.52 -3.07
H: -3.88 -5.80 1.89
O: 1.14 0.35 -5.74
C: -2.83 -1.16 -5.95
H: -4.53 -3.89 -1.52
C: 1.08 -0.79 10.20
H: 1.09 -2.04 1.75
H: -1.24 6.26 0.79
H: 3.50 -1.46 -2.32
H: -2.77 2.96 -4.69
H: -3.10 1.70 0.56
O: 1.73 0.60 -8.40
H: -6.99 -5.34 -2.72
N: -3.82 -2.60 -3.95
H: 7.74 -3.98 -5.67
H: 3.73 -1.72 7.84
C: -1.83 -3.63 1.27
H: -4.85 2.11 2.40
O: 1.02 0.54 2.25
H: -1.62 -4.19 0.36
H: 1.63 4.99 -1.99
H: -0.35 4.67 -0.77
H: 3.26 1.09 7.15
H: 4.17 1.92 4.87
H: -1.08 -6.10 1.96
C: 2.64 6.75 3.04
H: 0.06 -3.63 4.22
C: -5.46 4.03 -0.50
H: -0.26 6.27 -1.53
H: -1.16 -1.96 -3.84
C: 3.74 -1.69 -4.52
H: 0.91 0.56 8.48
H: -2.40 -3.95 -3.03
N: -4.05 3.45 -0.18
C: -2.47 -5.55 3.63
H: -5.34 5.06 -0.84
H: -0.42 -1.31 7.17
H: 0.36 7.11 0.83
H: 2.76 -3.12 7.40
H: 6.25 -1.31 -2.92
H: -7.45 3.97 0.42
H: -3.12 -0.78 -6.93
C: 5.27 -0.84 -6.22
C: -3.11 3.73 -1.34
F: -0.92 1.84 2.74
H: 0.58 -4.98 0.84
F: 2.67 2.74 -8.96
C: 3.36 -2.20 -3.11
H: -2.08 4.36 -3.86
C: -2.56 -3.48 -4.00
H: -0.93 -0.68 9.59
H: 2.53 0.23 9.07
C: 1.55 5.38 -0.98
H: 4.74 7.22 3.37
C: 2.88 6.04 1.71
H: -4.61 -5.31 -2.49
C: -2.39 3.33 -3.74
H: 0.97 0.18 6.20
C: 1.56 -0.23 8.87
H: -4.50 1.37 -0.56
H: 5.46 0.08 -3.53
N: -0.44 1.86 0.35
C: -4.11 1.97 0.26
C: 1.87 -0.41 6.33
C: -3.52 4.28 1.04
C: 3.81 7.79 3.28
C: 7.19 -2.25 -6.94
H: -4.37 -2.76 -6.06
H: -4.39 3.78 -2.91
H: -4.83 -1.21 -5.25
H: -0.48 -3.40 -4.45
H: 1.41 -4.55 2.34
C: -0.67 -3.19 3.54
N: 1.67 -1.22 7.71
C: 5.83 -3.03 -4.99
H: 2.57 6.01 3.84
H: -2.53 3.92 1.31
H: 0.52 -2.83 6.85
H: 3.34 -0.69 -4.66
H: 3.70 8.31 4.23
C: -1.07 -5.51 2.88
H: -0.21 4.26 1.57
H: 3.80 8.52 2.47
H: -3.49 5.36 0.85
H: 6.67 -2.91 -7.63
H: 1.93 -1.22 5.61
H: -0.78 -1.44 -6.23
H: -5.20 0.66 1.55
C: -3.51 3.20 -2.65
C: -5.09 -3.40 -3.61
H: -2.83 -4.29 -4.67
H: 3.17 0.82 4.06
C: 3.15 0.48 6.25
H: 2.10 3.97 3.40
S: -0.29 0.81 1.64
H: -5.87 3.45 -1.33
H: 4.60 -1.29 -6.96
H: 2.74 -2.62 9.08
H: 5.83 -3.40 -3.96
H: 0.57 -2.62 0.21
H: -4.58 -4.94 3.11
H: 1.85 -1.42 10.65
H: -1.67 -2.58 1.01
H: 4.97 0.20 -6.05
H: -1.60 2.64 -3.43
H: 2.62 -3.95 -0.05
H: -1.23 -2.89 8.84
H: 3.23 3.15 2.22
H: 3.87 5.59 1.72
C: 2.27 3.64 2.37
H: -2.41 -4.98 4.56
H: 0.14 5.49 2.68
N: -0.73 -4.10 2.26
C: -0.23 -1.40 10.02
S: -0.22 0.78 -0.74
H: -1.72 -3.06 3.81
H: -0.34 -2.22 3.16
H: 2.15 6.29 -1.04
C: -4.05 -1.95 -5.41
C: 7.28 -3.00 -5.57
C: -6.42 3.72 0.64
C: -1.59 -2.13 -5.97
H: -2.97 4.81 -1.42
N: 1.25 2.68 -7.15
H: -5.31 -4.05 -4.46
H: -2.63 -0.23 -5.41
C: 0.35 5.19 1.66
H: 3.43 -2.36 -5.33
H: -1.59 -2.92 -6.72
C: -0.16 6.17 0.67
H: 6.93 -0.43 -4.41
H: 2.39 2.12 5.02
H: -3.85 2.17 -2.53
N: 1.88 4.84 1.48
O: 3.50 1.75 -7.10
C: -3.77 -1.51 -2.82
C: 1.22 -2.87 1.05
H: 7.39 -0.17 -6.49
H: 3.98 -0.23 6.22
C: -3.23 -3.69 1.98
H: -4.08 4.16 1.96
H: 8.23 -2.25 -7.27
H: -2.94 -0.84 -3.04
H: -6.96 2.24 2.12
H: 0.50 -3.32 9.13
H: 1.00 -0.02 10.98
C: 0.10 5.66 -0.70
C: -0.21 -2.52 8.92
C: 2.62 -2.99 0.47
C: -5.10 1.74 1.41
H: 1.47 2.98 2.06
C: -3.60 -5.06 2.64
H: -2.68 -6.56 3.99
H: -3.97 -3.34 1.25
H: 1.39 -1.57 -2.90
O: -1.33 -0.31 1.63
O: 0.92 -0.13 -0.65
C: 0.65 -4.23 1.63
H: 5.18 -3.57 -5.67
S: 2.22 1.79 -7.73
H: -2.16 3.28 -1.07
C: -1.36 -2.76 -4.55
F: 0.28 1.84 -1.83
H: -3.36 -2.97 2.78
H: -6.24 4.37 1.51
S: 0.45 1.53 -6.24
H: -0.74 -1.63 10.96
H: 3.19 4.08 0.01
C: 6.60 -0.81 -6.88
O: -1.42 0.26 -1.44
C: -6.46 -4.78 -1.94
C: -5.08 -4.34 -2.35
F: 0.38 2.29 -4.79
H: 7.81 -2.43 -4.81
C: -6.46 2.27 1.15
H: 2.96 -2.17 -0.15
H: 3.89 -3.07 -2.73
H: 6.51 -0.40 -7.88
H: 1.60 -3.06 -2.17
C: 2.15 4.38 0.04
H: 1.73 7.35 3.01
H: 1.46 -3.12 -3.88
N: 5.26 -1.62 -4.86
H: -5.95 -2.74 -3.69
H: 3.43 -3.15 1.19
H: 2.71 6.79 0.94
O: -0.94 1.24 -6.49
H: -4.71 -1.02 -2.55
C: 6.06 -0.76 -3.85
C: 3.21 1.41 4.97
H: 1.64 3.42 -0.02